Density functional theory data (wB97M-V/def2-TZVPD) for a structure of composition C51H41Br2N4O5RbS2.

```
106
Properties=species:S:1:pos:R:3:lowdin_charge:R:1
Rb -1.58859 -0.84476 0.01238 0.67
C 1.69797 0.61587 9.86383 -0.12
O 1.23048 -0.48769 9.12764 -0.10
C 1.06921 -0.30656 7.77329 -0.29
C 1.35983 0.87287 7.10291 -0.03
C 1.16002 0.94547 5.72662 -0.03
C 0.67131 -0.13006 4.99388 -0.20
C 0.38588 -1.30370 5.69882 -0.02
C 0.58015 -1.39823 7.06406 -0.01
C 0.46749 -0.03908 3.52268 -0.07
C 1.18217 -0.95568 2.72228 -0.29
C 2.26183 -1.80493 3.20467 -0.03
C 2.70817 -2.50398 2.13118 -0.03
C 1.89745 -2.08146 0.99790 -0.27
N 0.98471 -1.16651 1.40087 0.06
C 2.07871 -2.53075 -0.32698 -0.07
C 1.52439 -1.93726 -1.48297 -0.27
C 1.57382 -2.52280 -2.82044 -0.04
C 0.94540 -1.64987 -3.64100 -0.03
C 0.51817 -0.53286 -2.80366 -0.26
C -0.16835 0.60430 -3.27522 -0.06
C -0.36128 0.72564 -4.74578 -0.20
C -1.64981 0.77640 -5.28876 0.00
C -1.85027 0.88093 -6.65194 0.00
C -0.75987 0.93837 -7.51394 -0.29
O -1.05365 1.04035 -8.85442 -0.10
C 0.03534 1.06755 -9.74239 -0.12
C 0.52853 0.88761 -7.00176 -0.03
C 0.71162 0.78104 -5.62469 -0.03
C -0.69912 1.64120 -2.48286 -0.26
N -0.84081 1.60307 -1.14477 0.06
C -1.38496 2.77290 -0.76588 -0.25
C -1.71287 3.12019 0.56062 -0.06
C -2.51633 4.35983 0.74461 -0.20
C -3.77707 4.48991 0.15163 -0.01
C -4.53383 5.63528 0.31083 0.00
C -4.04658 6.69159 1.07361 -0.29
O -4.86722 7.79155 1.17768 -0.10
C -4.39645 8.86316 1.95621 -0.12
C -2.79960 6.59032 1.67277 -0.03
C -2.05091 5.42818 1.49978 -0.03
C -1.34572 2.40617 1.71831 -0.26
C -1.79838 2.73177 3.06893 -0.03
C -1.19130 1.85178 3.89651 -0.03
C -0.37031 0.99100 3.04770 -0.26
N -0.51448 1.34116 1.75299 0.09
C -1.58782 3.63289 -1.93024 -0.02
C -1.16612 2.92463 -3.00108 -0.02
N 0.87626 -0.75464 -1.51979 0.08
C 2.97252 -3.70276 -0.52366 -0.20
C 2.75435 -4.91269 0.14384 -0.03
C 3.59160 -5.99852 -0.03102 -0.01
C 4.68226 -5.90616 -0.88894 -0.29
O 5.46011 -7.03538 -1.00305 -0.10
C 6.55841 -6.96242 -1.87840 -0.12
C 4.92534 -4.71898 -1.56458 -0.03
C 4.07224 -3.63537 -1.37205 -0.03
H 1.74679 0.29443 10.90226 0.08
H 1.01935 1.47104 9.78349 0.09
H 2.69558 0.92654 9.53711 0.09
H 1.74626 1.73689 7.62527 0.09
H 1.39565 1.86407 5.20389 0.12
H -0.01073 -2.15216 5.15460 0.10
H 0.34772 -2.30841 7.60274 0.11
H 2.66102 -1.82123 4.20775 0.10
H 3.53887 -3.19290 2.09941 0.10
H 1.98940 -3.48356 -3.08431 0.10
H 0.75253 -1.76724 -4.69649 0.10
H -2.49975 0.71200 -4.61937 0.13
H -2.84874 0.90458 -7.06950 0.12
H -0.38565 1.13800 -10.74346 0.08
H 0.63891 0.15692 -9.66965 0.09
H 0.68226 1.93292 -9.56370 0.09
H 1.39445 0.93167 -7.64772 0.09
H 1.71705 0.74264 -5.22333 0.12
H -4.16215 3.66521 -0.43583 0.13
H -5.51221 5.72733 -0.14362 0.11
H -5.17154 9.62658 1.92987 0.08
H -3.46851 9.28032 1.55150 0.09
H -4.22322 8.56272 2.99470 0.09
H -2.39237 7.39705 2.26623 0.09
H -1.07459 5.35186 1.96249 0.12
H -2.50508 3.50136 3.33933 0.10
H -1.31215 1.77149 4.96621 0.10
H -1.97242 4.64147 -1.92178 0.10
H -1.14159 3.24494 -4.03159 0.10
H 1.89754 -4.99551 0.79999 0.08
H 3.40983 -6.93481 0.48186 0.11
H 7.04342 -7.93596 -1.84537 0.08
H 7.27356 -6.19435 -1.56649 0.09
H 6.24289 -6.75262 -2.90543 0.09
H 5.76859 -4.61324 -2.23287 0.09
H 4.26915 -2.70654 -1.89276 0.12
Br -1.15753 -4.65020 0.99444 0.63
C -0.94755 -3.54429 2.56016 -1.07
Br -2.62213 -2.82809 3.19331 0.60
H -0.31077 -2.70871 2.28870 -0.05
H -0.52173 -4.15302 3.34621 0.00
C -2.38852 -3.32811 -2.96928 -0.15
O -2.96439 -2.23307 -2.26984 -0.38
C -4.30898 -1.99786 -2.34947 -1.43
S -5.27710 -3.02340 -3.26619 0.45
S -4.78622 -0.64597 -1.45861 0.41
H -1.32084 -3.26861 -2.76466 0.07
H -2.57607 -3.24695 -4.04036 0.07
H -2.80233 -4.27507 -2.61867 0.07
```

As for the total charge: -2. For the relative energy (zero: lowest compared OMol25 entry of this formula, charge and spin), the calculation gives 0.0000 eV. The total energy comes out at -232162.003 eV.


Density functional theory data (wB97M-V/def2-TZVPD) for a cluster of 9 separate species, C51H41NO16Si in total.

```
110
Properties=species:S:1:pos:R:3:lowdin_charge:R:1
O 0.12527 3.87328 -1.61560 0.08
C -0.51272 4.73592 -1.04912 -0.37
C -1.97652 4.59394 -0.83891 0.02
C -2.68136 5.55417 -0.24951 0.03
C -2.03051 6.80970 0.21634 -0.38
O -2.67691 7.68548 0.74616 0.11
C -0.56822 6.94464 0.00126 0.02
C 0.13925 5.97955 -0.57816 0.02
H -2.42717 3.67768 -1.19986 0.11
H -3.74918 5.48121 -0.08688 0.12
H -0.11648 7.86753 0.34051 0.12
H 1.20449 6.06246 -0.74186 0.12
O 2.94284 2.69953 3.36835 0.10
C 3.15453 1.80439 4.15791 -0.39
C 4.53294 1.48401 4.60956 0.02
C 4.76280 0.49838 5.47137 0.02
C 3.65134 -0.32469 6.01796 -0.38
O 3.86287 -1.22219 6.80226 0.11
C 2.27326 -0.00480 5.56300 0.01
C 2.04465 0.98361 4.70464 0.00
H 5.32451 2.09542 4.19573 0.12
H 5.75686 0.24344 5.81567 0.12
H 1.48157 -0.62232 5.96735 0.12
H 1.05163 1.23474 4.35426 0.12
O -0.98159 11.61145 -5.35242 0.11
C -0.41495 10.85573 -4.59480 -0.38
C 0.21030 11.36060 -3.34317 0.02
C 0.83880 10.53678 -2.51225 0.02
C 0.92720 9.08572 -2.80365 -0.37
O 1.48848 8.32666 -2.03742 0.08
C 0.30851 8.57708 -4.05550 0.02
C -0.31095 9.40208 -4.89177 0.02
H 0.12232 12.42352 -3.15858 0.12
H 1.30345 10.87201 -1.59360 0.12
H 0.40486 7.51630 -4.23590 0.11
H -0.76658 9.07226 -5.81276 0.11
O -5.57383 -3.25377 5.93186 0.11
C -4.73462 -3.58889 5.12609 -0.38
C -4.26845 -2.66057 4.06354 0.02
C -3.34775 -3.02984 3.17774 0.02
C -2.75129 -4.38952 3.21832 -0.37
O -1.91128 -4.71138 2.40262 0.07
C -3.20625 -5.31755 4.28422 0.02
C -4.12685 -4.94619 5.16811 0.03
H -4.71915 -1.67624 4.06027 0.12
H -2.97763 -2.37096 2.39877 0.09
H -2.74256 -6.29569 4.30924 0.10
H -4.47376 -5.60025 5.95776 0.13
O 2.64170 -9.35844 1.86246 0.11
C 1.92368 -8.91201 2.72959 -0.38
C 1.82153 -9.56426 4.06068 0.02
C 1.02775 -9.07823 5.00947 0.02
C 0.21276 -7.86037 4.77737 -0.40
O -0.52423 -7.41695 5.63399 0.10
C 0.31451 -7.20374 3.44908 0.01
C 1.10594 -7.69148 2.49870 0.03
H 2.42202 -10.45344 4.20220 0.12
H 0.92923 -9.54125 5.98252 0.12
H -0.29481 -6.31942 3.30428 0.10
H 1.19425 -7.23245 1.52207 0.12
O 3.99356 -0.69757 -2.14815 0.10
C 3.59709 0.16742 -2.89749 -0.39
C 2.94090 1.39634 -2.38278 0.02
C 2.50313 2.34018 -3.21054 0.03
C 2.65052 2.20660 -4.67856 -0.36
O 2.24444 3.07004 -5.42633 0.11
C 3.30696 0.97959 -5.19905 0.03
C 3.74635 0.03512 -4.37247 0.02
H 2.84329 1.47456 -1.30675 0.12
H 2.01417 3.23977 -2.85827 0.10
H 3.40193 0.90776 -6.27536 0.12
H 4.22823 -0.86886 -4.72252 0.12
O -1.69179 -10.95475 3.90969 0.11
C -2.46930 -10.58640 3.05645 -0.38
C -3.26303 -11.55772 2.26058 0.02
C -4.11280 -11.14863 1.32340 0.02
C -4.30582 -9.70312 1.03168 -0.38
O -5.08072 -9.33215 0.17915 0.11
C -3.51086 -8.73143 1.82815 0.03
C -2.66373 -9.14368 2.76558 0.03
H -3.10528 -12.60367 2.49036 0.12
H -4.70198 -11.83569 0.72966 0.12
H -3.66307 -7.68403 1.59790 0.12
H -2.07548 -8.45515 3.35728 0.09
O 3.30820 3.42454 -8.72253 0.11
C 2.55433 4.22610 -8.22278 -0.40
C 1.10325 3.93689 -8.06799 0.01
C 0.26957 4.83601 -7.55347 0.02
C 0.75202 6.16632 -7.11073 -0.36
O -0.01228 7.00232 -6.66670 0.08
C 2.20125 6.45370 -7.24665 0.03
C 3.03646 5.55513 -7.75926 0.03
H 0.77511 2.96300 -8.40672 0.12
H -0.79150 4.65274 -7.44220 0.12
H 2.52731 7.43185 -6.91578 0.12
H 4.09570 5.74378 -7.87765 0.12
C -0.45555 0.87400 -0.21370 -0.06
C -1.44346 -0.11078 0.36055 -0.48
C -2.81401 -0.10400 -0.25079 -0.04
N -1.18724 -0.86324 1.35434 -0.09
Si 0.34063 -1.59807 1.70791 0.58
H -0.88420 1.45366 -1.02554 0.06
H 0.44270 0.38949 -0.58610 0.05
H -0.18970 1.57392 0.57645 0.09
H -3.53015 -0.50842 0.45633 0.07
H -2.78383 -0.71464 -1.15080 0.09
H -3.13037 0.89773 -0.53492 0.07
H 0.21232 -3.06221 1.63080 -0.08
H 1.41443 -1.14238 0.79520 -0.07
H 0.72186 -1.29436 3.10958 -0.09
```

As for the total charge: 0. The total energy comes out at -95670.147 eV.


Sequential Kohn-Sham gap output: 4.78; 7.55 eV
Sequential molar mass output: 1099.322; 951.966 g/mol
Sequential E_LUMO output: 0.12917; -0.06245 Ha